(1)
ORCA calculation (ωB97M-V/def2-TZVPD) on C22H20Cl3N2O3 as an isolated structure in a non-equilibrium geometry.

Geometry as XYZ:
```
50
Properties=species:S:1:pos:R:3:forces:R:3:nbo_charge:R:1
C 1.282546 1.996830 2.417654 0.0 0.0 -0.2 -0.62
C 1.538921 2.748866 1.119732 0.0 0.1 -0.1 -0.20
N 1.640653 1.880644 -0.058188 -0.3 0.3 -0.7 -0.48
C 2.962225 1.535242 -0.589531 -0.2 -0.4 -0.2 -0.21
C 3.553241 2.583594 -1.516157 0.1 0.2 -0.3 -0.63
C 0.603853 1.815472 -0.982157 0.2 1.3 -0.3 0.69
C -0.773610 1.652111 -0.314658 0.2 1.0 -1.6 -0.43
C -1.976489 2.055968 -1.206535 0.1 0.5 -0.6 0.56
C -3.089878 2.850388 -0.533281 -0.2 0.7 0.1 -0.17
C -2.917248 3.707188 0.582033 -0.6 -0.2 -0.1 -0.13
C -4.019929 4.419628 1.102494 0.0 -0.2 -0.1 -0.24
C -5.294291 4.322854 0.527653 0.4 -0.6 0.1 -0.20
C -5.441689 3.500733 -0.595423 0.0 0.1 0.2 -0.22
C -4.362438 2.798294 -1.124014 0.0 0.0 0.1 -0.15
O -2.049272 1.770230 -2.387170 -0.1 0.2 1.6 -0.47
O 0.737027 1.775407 -2.187631 0.3 -0.1 0.8 -0.57
H 1.214504 2.710071 3.240895 -0.1 -0.1 0.1 0.20
H 0.346902 1.432831 2.331921 0.2 0.0 0.2 0.21
H 2.104100 1.308742 2.626329 -0.1 -0.1 0.0 0.22
H 0.735471 3.498783 0.970628 0.5 -0.3 0.0 0.18
H 2.479168 3.317022 1.209378 -0.3 -0.1 -0.2 0.20
H 3.609306 1.364801 0.282103 -0.1 -0.2 -0.3 0.19
H 2.796403 0.605753 -1.176066 0.4 0.4 0.6 0.24
H 4.547140 2.287203 -1.872614 -0.2 -0.1 0.1 0.21
H 2.887623 2.680184 -2.386558 0.3 0.2 0.3 0.24
H 3.681155 3.542075 -1.004106 -0.1 0.0 -0.1 0.19
H -0.779773 2.177940 0.642651 -0.4 -0.9 0.1 0.22
H -1.946808 3.827697 1.078129 -0.4 -0.1 -0.3 0.20
H -3.917027 5.022961 2.007797 0.2 -0.1 -0.3 0.21
H -6.177145 4.772021 1.014734 0.7 -0.1 -0.4 0.21
H -6.426861 3.369367 -1.032336 0.1 0.1 0.0 0.21
H -4.522804 2.165580 -1.995504 0.2 0.1 0.2 0.24
Cl -0.725894 -0.086725 -0.368754 -0.7 -1.5 1.2 0.09
C -0.408247 -3.296743 -0.360131 1.6 2.3 -2.1 -0.25
Cl -1.786395 -3.070178 -1.372254 -0.9 0.9 0.0 -0.04
C 0.892704 -3.293448 -1.090420 -0.3 -2.3 1.8 0.49
O 1.399760 -2.530285 -1.897337 -0.8 -0.4 0.1 -0.60
C 1.448302 -4.665209 -0.657276 -0.7 1.0 0.5 0.07
C 1.106147 -5.249089 0.634754 -0.1 0.7 -0.3 -0.11
C 1.611943 -6.543754 0.858885 0.6 0.4 0.5 -0.20
C 2.432061 -7.127402 -0.094126 0.0 -0.2 -0.2 -0.28
C 2.649692 -6.507143 -1.342840 -0.7 0.3 0.6 -0.02
N 2.103050 -5.322352 -1.599705 1.3 -0.6 -0.6 -0.41
C 0.292470 -4.484762 1.530904 0.1 1.0 -1.0 -0.17
Cl -0.136037 -5.135017 3.068614 0.2 0.0 0.8 -0.06
C -0.433608 -3.370003 1.020162 0.2 -2.6 0.6 -0.23
H 1.464472 -6.974571 1.863499 0.0 0.0 -0.7 0.21
H 2.908707 -8.081156 0.088683 -0.1 -0.1 0.1 0.19
H 3.268116 -6.979954 -2.127587 -0.5 0.3 0.4 0.17
H -1.112216 -2.778690 1.652730 -0.1 -0.7 -0.4 0.22
```
Forces are in eV/Å.

Values from the calculation:
HOMO-LUMO gap in eV: 4.816
Maximum force in eV/A: 3.545
Energy above the lowest of the compared OMol25 structures with the same formula, charge and spin in kcal/mol: 4.8
Energy in eV: -69827.633
Net charge: -1

---

(2)
ORCA calculation (ωB97M-V/def2-TZVPD) on an isolated ion of composition C4H11N2O and charge +1 in a non-equilibrium geometry.

Geometry as XYZ:
```
18
Properties=species:S:1:pos:R:3:forces:R:3:nbo_charge:R:1
C 2.233027 0.353886 -0.387056 0.1 2.4 0.2 0.08
C -0.394068 -0.316340 -0.288538 -3.9 -4.2 -0.1 0.26
C -1.138941 -1.478885 -0.727651 -0.1 -2.9 -0.6 -0.70
C -2.335741 1.040972 0.585590 1.8 0.3 2.5 -0.47
N 2.981641 -0.032515 0.691901 0.6 -2.5 -0.5 -0.79
N -0.947345 0.815368 0.200646 -2.2 4.1 1.8 -0.12
O 0.826385 -0.422550 -0.516276 6.6 0.6 -1.0 -0.41
H 2.776131 0.033987 -1.271823 -0.8 -0.3 -0.2 0.23
H -0.796971 -2.441689 -0.185656 -0.1 1.3 -0.7 0.24
H -0.843815 -1.637686 -1.803366 -0.7 -0.2 0.7 0.23
H -2.218498 -1.588557 -0.583630 0.1 0.8 -0.3 0.24
H -2.880919 1.495743 -0.179609 -1.0 0.3 -2.0 0.28
H -2.822944 0.139741 0.989416 0.3 0.2 -0.5 0.27
H -2.364819 1.880750 1.333435 0.3 -0.9 -0.3 0.26
H 2.827589 0.146665 1.659282 -0.7 0.8 0.4 0.40
H -0.268227 1.540429 0.343800 0.0 0.9 0.2 0.41
H 3.294002 -1.030489 0.620104 -0.2 1.4 -0.1 0.40
H 2.073506 1.501171 -0.480563 -0.2 -2.0 0.5 0.20
```
Forces are in eV/Å.

Values from the calculation:
HOMO-LUMO gap (spin up / spin down) in eV: 6.591 / 6.239
Maximum force in eV/A: 6.747
Multiplicity: 3
Energy above the lowest of the compared OMol25 structures with the same formula, charge and spin in kcal/mol: 39.6
Energy in eV: -9341.308
Net charge: +1

---

(3)
ORCA calculation (ωB97M-V/def2-TZVPD) on C8H12O3Si as an isolated structure in a non-equilibrium geometry.

Geometry as XYZ:
```
24
Properties=species:S:1:pos:R:3:forces:R:3:nbo_charge:R:1
C -1.930741 0.514607 -2.351915 -2.3 0.7 5.1 -0.31
C -0.813558 0.018453 -1.855932 1.0 0.7 1.4 -0.67
C 2.279623 0.656859 -0.054595 -2.9 2.1 0.7 0.44
C -0.246405 -1.758893 0.532117 -0.9 0.3 1.8 0.25
C -0.952791 1.359541 1.025700 1.7 -2.6 0.4 0.27
C 3.177917 -0.360221 -0.641543 -1.3 0.2 -2.6 -0.75
C -1.734141 -2.166135 0.635297 2.3 -1.6 0.5 -0.74
C -0.054329 1.907022 2.068294 -2.9 4.5 -0.2 -0.74
O 2.540466 1.757568 0.421878 0.1 -2.6 -1.1 -0.57
O 0.651827 -2.392245 1.050465 -0.3 0.1 -0.7 -0.53
O -2.139764 1.346031 0.946291 -2.0 1.0 0.1 -0.53
Si -0.086946 0.061077 -0.098188 2.6 0.4 -1.6 1.08
H -2.014128 0.629293 -3.332481 -0.6 0.3 -4.3 0.18
H -2.879611 0.897683 -1.723083 2.5 -1.0 -1.2 0.21
H -0.018188 -0.192266 -2.551162 0.1 -0.3 -0.6 0.21
H 4.163726 -0.289281 -0.243046 0.9 0.0 -0.2 0.24
H 2.706762 -1.321505 -0.506216 0.2 -0.5 0.5 0.25
H 3.055926 -0.260546 -1.827312 0.7 0.2 2.4 0.25
H -1.823001 -3.257247 0.856183 -0.1 1.1 1.0 0.24
H -2.253704 -1.377861 1.149164 -0.4 -0.2 0.9 0.25
H -2.125906 -2.151876 -0.309221 -1.0 0.5 -2.8 0.23
H 0.475101 1.198309 2.596789 1.0 -1.7 1.1 0.25
H 0.631070 2.495511 1.486089 0.9 0.2 -0.1 0.27
H -0.609198 2.686131 2.726417 0.8 -1.6 -0.7 0.22
```
Forces are in eV/Å.

Values from the calculation:
HOMO-LUMO gap in eV: 8.366
Maximum force in eV/A: 5.642
Energy above the lowest of the compared OMol25 structures with the same formula, charge and spin in kcal/mol: 23.9
Energy in eV: -22506.595
Net charge: 0

---

(4)
ORCA calculation (ωB97M-V/def2-TZVPD) on a 2-piece molecular cluster, C19H14ClN2O2PS overall in a non-equilibrium geometry.

Geometry as XYZ:
```
40
Properties=species:S:1:pos:R:3:forces:R:3:nbo_charge:R:1
O -0.319360 1.905329 1.786068 7.6 -3.3 -0.4 -0.52
C 0.902282 1.369073 1.766786 -3.7 1.4 0.4 0.53
C 2.307153 2.227126 1.472070 2.3 -0.8 1.5 -0.06
C 2.313858 3.402228 0.308445 -0.9 1.2 -1.5 -0.13
C 0.970614 3.679351 -0.568206 4.6 3.2 -0.9 -0.14
C 1.225380 4.901945 -1.610211 2.3 -1.6 2.6 -0.28
C 2.653040 5.630553 -1.652635 -0.6 -0.6 0.2 0.02
N 3.919334 5.385098 -0.907620 -7.0 -4.0 1.0 -0.40
C 3.635887 4.263910 0.029929 -0.7 -0.1 -0.1 0.04
C 3.491189 1.844784 2.312865 -2.7 0.1 -1.5 -0.26
C 3.459164 0.613699 3.445636 1.7 0.4 3.5 0.52
O 4.145557 0.677104 4.594255 -4.2 -0.5 -7.5 -0.50
C 2.473717 -0.668227 3.016754 -1.7 -1.7 -0.9 -0.10
C 2.750486 -2.230655 3.428892 -3.6 1.3 -2.6 -0.01
Cl 4.206033 -2.733074 4.459780 -2.5 0.8 -1.8 0.05
C 1.666939 -3.348910 2.853836 -0.8 3.0 -0.8 -0.19
C 0.357908 -2.935785 1.912685 2.7 3.1 2.0 -0.36
P -0.866173 -4.265587 1.211834 1.1 1.5 -1.6 0.80
S -1.588581 -3.524596 -0.478009 0.0 -0.3 0.8 -0.62
C 0.048688 -1.352702 1.524719 4.0 -0.7 2.8 -0.14
C 1.137372 -0.248512 2.102537 0.1 -2.7 0.4 -0.09
H -0.057840 3.125518 -0.505582 2.4 1.1 0.1 0.27
H 0.358710 5.250598 -2.330633 2.1 -0.7 1.7 0.25
H 2.731570 6.543091 -2.422185 -0.2 -2.3 1.9 0.22
H 4.580274 3.958421 0.697322 -2.3 0.8 -1.7 0.21
H 4.524374 2.382124 2.197590 -2.3 -1.1 0.4 0.25
H 1.792828 -4.503320 3.104797 -0.1 2.9 -0.5 0.25
H -1.901468 -4.637548 2.143584 1.0 0.0 -0.1 0.03
H -0.034968 -5.403796 0.819839 -0.6 0.7 1.2 0.03
H -0.849972 -0.988138 0.862299 2.0 -1.0 1.5 0.29
C -5.455075 -2.089020 -4.662627 0.2 -0.3 -0.1 -0.31
C -5.711295 -1.080373 -3.703345 0.1 0.2 0.3 -0.31
C -4.993250 -1.397784 -2.572153 0.0 0.0 0.0 -0.08
N -4.316579 -2.565045 -2.813654 0.0 0.1 -0.1 -0.51
C -4.587789 -2.991029 -4.087829 0.0 0.0 0.0 -0.08
H -5.858583 -2.150173 -5.665010 0.1 0.0 0.2 0.22
H -6.350247 -0.215239 -3.824866 0.1 -0.1 0.0 0.22
H -4.907162 -0.894989 -1.618133 0.0 -0.1 -0.2 0.21
H -3.711143 -3.037516 -2.154982 -0.2 0.1 -0.2 0.42
H -4.142873 -3.897940 -4.474840 -0.1 0.2 0.0 0.21
```
Forces are in eV/Å.

Values from the calculation:
HOMO-LUMO gap in eV: 5.730
Structure (SMILES): O=C1C(c2cccnc2)=CC(=O)c2c(Cl)cc([PH2]=S)cc21.c1cc[nH]c1
Maximum force in eV/A: 8.605
Energy in eV: -59633.108
Net charge: 0